(1)
A single C14H22NO4P molecule at a distorted geometry, computed with wB97M-V/def2-TZVPD.

Computed properties:
ΔE to the lowest compared entry with this formula, charge and spin, kcal/mol: 0.0
Orbital gap, eV: 9.88
SMILES string: CCOP(=O)(OCC)[C@H](Cc1ccccc1)NC(C)=O
Energy, hartree: -1243.8573
HOMO level, eV: -9.1

Each line ends with the Löwdin charge.
Geometry (Å):
1 C -3.72783 -1.16001 -0.93235  -0.056
2 C -3.03798 0.00220 -1.62788  -0.272
3 O -2.40719 0.86090 -0.68696  -0.204
4 P -0.79728 0.86083 -0.53922  0.555
5 O -0.08818 0.51227 -1.76742  -0.224
6 O -0.53392 2.35086 -0.05020  -0.205
7 C -1.33376 2.96871 0.95893  -0.272
8 C -0.50769 4.05444 1.62841  -0.063
9 C -0.43586 -0.29965 0.86793  -0.293
10 C 0.85734 0.07445 1.60686  -0.108
11 C 2.03157 -0.00182 0.67351  -0.246
12 C 2.44547 1.10893 -0.04846  -0.052
13 C 3.48968 1.00784 -0.95038  -0.070
14 C 4.13385 -0.20234 -1.13987  -0.089
15 C 3.73496 -1.31268 -0.41605  -0.082
16 C 2.69060 -1.21130 0.48533  -0.054
17 N -0.34148 -1.58641 0.23232  0.048
18 C -0.83852 -2.72479 0.77350  -0.560
19 C -0.56225 -3.95685 -0.06044  0.010
20 O -1.45786 -2.73386 1.81590  0.058
21 H -4.21804 -1.78842 -1.67094  0.079
22 H -3.01040 -1.75885 -0.37792  0.053
23 H -4.47388 -0.78718 -0.23503  0.080
24 H -2.29027 -0.35058 -2.34574  0.108
25 H -3.77313 0.61597 -2.15761  0.120
26 H -1.66317 2.22204 1.68722  0.116
27 H -2.22010 3.39818 0.48322  0.122
28 H -1.11302 4.57608 2.36447  0.079
29 H -0.16119 4.76517 0.88320  0.081
30 H 0.35954 3.62501 2.12420  0.070
31 H -1.27345 -0.34679 1.57171  0.135
32 H 0.75503 1.08377 2.00844  0.107
33 H 0.98744 -0.62325 2.43851  0.129
34 H 1.94616 2.05547 0.08880  0.104
35 H 3.79821 1.87750 -1.51084  0.105
36 H 4.94581 -0.28079 -1.84766  0.100
37 H 4.23714 -2.25954 -0.55389  0.101
38 H 2.38415 -2.07852 1.05471  0.111
39 H 0.20146 -1.60633 -0.61935  0.132
40 H -1.04835 -4.81583 0.39271  0.084
41 H 0.50990 -4.13459 -0.10883  0.080
42 H -0.93570 -3.81763 -1.07227  0.083

Cartesian forces (eV/Å) of the 6 atoms listed first:
C 0.2 0.3 0.0
C -0.4 -0.5 -0.5
O 0.9 0.3 0.6
P -1.3 0.2 0.4
O 0.3 -0.2 -0.2
O 0.3 -0.4 -0.1

=====

(2)
2 unconnected molecules or ions with the total composition CH7N2OP at a distorted geometry, computed with wB97M-V/def2-TZVPD.

Computed properties:
Multiplicity: 3
Expectation value of S²: 2.006
ΔE to the lowest compared entry with this formula, charge and spin, kcal/mol: 0.0
Orbital gap (spin up / spin down), eV: 6.90 / 9.71
Energy, hartree: -568.3003
HOMO level (spin up / spin down), eV: -6.3 / -10.8

Each line ends with the Mulliken spin population.
Geometry (Å):
1 C 1.11912 1.46272 0.94741  0.915
2 N 0.02461 -0.78601 -1.64404  0.178
3 N -1.70995 -0.74888 0.15007  0.180
4 O 0.50668 -2.25873 0.45563  0.161
5 P -0.15373 -1.05376 -0.03365  0.616
6 H 0.16389 1.97259 0.97247  0.017
7 H 1.61035 1.05384 1.79750  0.031
8 H 1.78744 1.66017 0.06639  0.016
9 H -0.36937 0.10475 -1.93383  -0.035
10 H 1.05425 -0.62677 -1.62401  -0.025
11 H -1.82514 0.21832 -0.08203  -0.025
12 H -2.20814 -0.99825 0.92810  -0.030

Cartesian forces (eV/Å) of the 6 atoms listed first:
C 1.4 1.8 -1.4
N 1.7 0.7 -1.2
N -1.5 0.6 -1.8
O 0.0 -1.6 0.3
P 2.2 0.1 1.3
H 0.1 -0.2 0.2

=====

(3)
4 unconnected molecules or ions with the total composition C14H33BO6P, computed with wB97M-V/def2-TZVPD.

Computed properties:
Net charge: -1
ΔE to the lowest compared entry with this formula, charge and spin, kcal/mol: 0.0
Orbital gap, eV: 6.04
Energy, hartree: -1370.9026
HOMO level, eV: -3.4

Each line ends with the Löwdin charge.
Geometry (Å):
1 B -0.42697 -0.84345 -2.01328  -0.665
2 P -2.07299 -0.06348 -2.81123  0.727
3 C -2.35847 1.46293 -1.76050  -0.377
4 C -3.38376 -1.12885 -2.02120  -0.415
5 H 0.25983 -1.29122 -2.93346  -0.058
6 H -0.69462 -1.73829 -1.21240  -0.037
7 H 0.19722 0.05445 -1.45624  -0.041
8 H -1.62921 1.53642 -0.95098  -0.010
9 H -2.30670 2.37399 -2.36481  -0.004
10 H -3.35498 1.44611 -1.30835  0.011
11 H -3.13274 -2.16624 -2.26594  0.002
12 H -4.38845 -0.91235 -2.39701  0.002
13 H -3.38108 -1.05009 -0.92976  0.017
14 O -0.38609 1.96037 1.41255  0.098
15 C 0.12296 1.08248 2.05050  -0.493
16 O 0.70259 1.44391 3.24335  -0.023
17 C 1.29396 0.49003 4.12494  -0.255
18 C 2.71634 0.13732 3.73615  -0.067
19 C 0.20432 -0.34774 1.61435  0.012
20 H 0.67485 -0.40470 4.20096  0.106
21 H 1.27718 0.98326 5.09721  0.116
22 H 2.74929 -0.37328 2.77535  0.068
23 H 3.15247 -0.52451 4.48687  0.076
24 H 3.32392 1.04071 3.67604  0.078
25 H 1.18075 -0.52494 1.16006  0.098
26 H -0.51500 -0.54592 0.82405  0.065
27 H 0.07502 -1.05434 2.43048  0.079
28 O 0.85978 8.49371 -0.74142  0.082
29 C 1.06034 7.33091 -0.49683  -0.538
30 O 1.04872 6.44601 -1.50660  -0.002
31 C 1.40325 5.05681 -1.32027  -0.221
32 C 0.29011 4.22140 -0.74006  -0.064
33 C 1.27760 6.84675 0.91902  0.007
34 H 2.31170 4.99707 -0.71768  0.109
35 H 1.65706 4.72633 -2.32543  0.122
36 H 0.01889 4.52766 0.26817  0.063
37 H 0.59939 3.17808 -0.67869  0.077
38 H -0.59891 4.25859 -1.36931  0.083
39 H 0.30874 6.54702 1.32113  0.093
40 H 1.64641 7.68727 1.49922  0.084
41 H 1.94158 5.99209 1.00869  0.072
42 O 0.96964 -3.55506 0.21875  0.101
43 C 0.36335 -4.41262 -0.35452  -0.515
44 O -0.32360 -5.31397 0.41765  -0.020
45 C -1.21033 -6.27530 -0.15318  -0.253
46 C -0.48997 -7.52322 -0.62552  -0.073
47 C 0.38070 -4.57487 -1.85343  0.012
48 H -1.80144 -5.82734 -0.95277  0.112
49 H -1.89693 -6.51972 0.65726  0.118
50 H 0.19079 -7.30200 -1.44666  0.064
51 H -1.21447 -8.26189 -0.97385  0.076
52 H 0.08204 -7.95935 0.19385  0.078
53 H 1.26074 -5.17213 -2.10031  0.092
54 H 0.46179 -3.58295 -2.29673  0.059
55 H -0.49662 -5.07187 -2.25814  0.070

Cartesian forces (eV/Å) of the 6 atoms listed first:
B 0.2 0.0 -0.2
P 0.0 0.1 0.3
C -0.1 0.1 0.0
C 0.1 -0.3 -0.1
H 0.0 -0.1 0.1
H -0.1 0.1 -0.1

=====

(4)
9 unconnected molecules or ions with the total composition C4H24NO11 at a distorted geometry, computed with wB97M-V/def2-TZVPD.

Computed properties:
Multiplicity: 2
Expectation value of S²: 0.764
Orbital gap (spin up / spin down), eV: 10.65 / 5.73
Energy, hartree: -1049.1251
HOMO level (spin up / spin down), eV: -10.7 / -10.7

Each line ends with the Mulliken spin population.
Geometry (Å):
1 C -0.25807 -0.42329 -1.05384  -0.031
2 C -1.31922 0.68886 -1.18913  0.005
3 C -1.20304 1.49753 -2.47690  0.004
4 O -2.63203 0.15782 -1.07115  0.006
5 N -0.13110 -0.65211 0.36981  0.712
6 C 1.09631 -1.16494 0.91237  -0.038
7 O 1.42048 -0.62911 1.99859  0.271
8 O 1.77996 -2.00550 0.29819  -0.010
9 H -0.62974 -1.32163 -1.55279  0.055
10 H 0.71531 -0.15852 -1.51346  0.064
11 H -1.19272 1.30639 -0.30811  -0.005
12 H -0.66944 0.84757 -3.15597  0.001
13 H -0.50577 2.35692 -2.30778  0.000
14 H -2.13681 1.93148 -2.79986  0.000
15 H -2.65703 -0.72553 -1.46762  -0.001
16 H -0.60239 0.04620 0.93349  -0.054
17 H 1.49513 -3.32319 2.54874  -0.002
18 H 1.57432 -2.01414 3.06402  0.000
19 O 1.43408 -2.91878 3.43381  0.020
20 H 2.87021 1.20474 1.32579  -0.001
21 H 2.21068 1.20393 2.70186  0.000
22 O 2.40189 1.76846 1.94981  0.006
23 H 0.84294 3.68870 2.55104  0.000
24 H 1.10328 3.71326 0.98483  0.000
25 O 0.60437 4.09235 1.70929  0.000
26 H 3.02841 -0.81845 -0.31945  -0.004
27 H 4.38587 -0.55764 -0.04835  0.000
28 O 3.78745 -0.42591 -0.80216  0.001
29 H 0.96456 -2.64731 -1.17814  -0.001
30 H 0.46916 -4.12612 -1.35278  0.000
31 O 0.44738 -3.25000 -1.75079  0.002
32 H -0.91597 2.68979 1.69099  0.000
33 H -0.55477 1.35186 2.31148  -0.002
34 O -1.27846 1.79093 1.84225  0.000
35 H -0.99616 -2.56604 -2.84881  -0.002
36 H -2.08147 -2.17526 -4.08537  0.000
37 O -1.88818 -2.34120 -3.16431  0.004
38 H -3.53475 0.85759 0.59473  0.000
39 H -3.43226 1.71646 1.94424  0.000
40 O -4.01238 1.33385 1.28145  0.000

Cartesian forces (eV/Å) of the 6 atoms listed first:
C -0.8 1.0 0.2
C -0.4 0.2 -0.4
C 2.0 0.6 1.0
O 0.2 -0.6 0.4
N 1.5 -0.1 -0.9
C 1.4 -0.9 0.8